Record 1
{
  "formula": "C15H39N4O2P",
  "method": "wB97M-V/def2-TZVPD",
  "elements": ["C", "C", "N", "C", "O", "O", "P", "N", "H", "H", "H", "H", "H", "H", "H", "H", "H", "C", "C", "N", "C", "C", "C", "C", "H", "H", "H", "H", "H", "H", "H", "H", "H", "H", "H", "H", "H", "H", "H", "C", "C", "N", "C", "C", "C", "C", "H", "H", "H", "H", "H", "H", "H", "H", "H", "H", "H", "H", "H", "H", "H"],
  "positions_angstrom": [[-3.28776, -2.86148, -2.05429], [-3.18521, -1.62949, -1.04934], [-4.24034, -0.57277, -1.22497], [-5.42982, -1.06553, -1.92693], [-5.68571, -0.62487, -3.05683], [-6.25573, -1.99779, -1.22751], [-7.88848, -1.92929, -1.74829], [-8.59340, -3.29958, -1.25897], [-2.39554, -3.54833, -1.81110], [-3.15412, -2.58213, -3.15524], [-4.21419, -3.51205, -1.91270], [-2.17557, -1.11333, -1.16738], [-3.24360, -2.04234, 0.00855], [-4.57572, -0.37636, -0.26094], [-8.59951, -0.83082, -1.15121], [-7.98882, -1.89384, -3.19042], [-7.86043, -3.84337, -0.76528], [1.99477, -0.43428, -2.35448], [1.54048, -0.95547, -0.99683], [1.56950, -2.40860, -0.88109], [0.88472, -2.90659, 0.30780], [1.46222, -2.52971, 1.67197], [2.84715, -3.05097, -1.17728], [4.06084, -2.63169, -0.34737], [1.40974, -0.87772, -3.16413], [1.85833, 0.64951, -2.39774], [3.05318, -0.63526, -2.53684], [0.50709, -0.61553, -0.85592], [2.13861, -0.47171, -0.21313], [0.80001, -3.99587, 0.24968], [-0.15206, -2.54546, 0.27205], [2.35966, -3.10568, 1.90124], [0.73292, -2.75579, 2.45518], [1.69725, -1.46643, 1.74734], [3.08030, -2.87660, -2.23450], [2.73098, -4.13763, -1.10589], [4.12549, -1.54997, -0.21083], [4.97846, -2.94812, -0.85451], [4.06387, -3.10782, 0.63307], [2.88281, 5.81532, 1.13108], [1.99705, 4.93406, 2.00304], [1.25646, 3.92222, 1.25835], [0.21761, 3.26783, 2.04810], [0.65671, 2.42925, 3.24838], [2.05309, 3.03067, 0.42059], [3.14332, 2.20333, 1.10177], [2.30458, 6.29385, 0.33671], [3.33145, 6.60421, 1.74016], [3.70119, 5.25140, 0.67700], [1.27754, 5.59613, 2.49904], [2.61133, 4.48931, 2.79704], [-0.40058, 2.64791, 1.39167], [-0.46273, 4.04718, 2.41552], [1.07673, 1.47151, 2.93734], [-0.20984, 2.20517, 3.87709], [1.38500, 2.94604, 3.87556], [2.52330, 3.63125, -0.36736], [1.38595, 2.35299, -0.12347], [3.72869, 2.78342, 1.81828], [3.84123, 1.82459, 0.34704], [2.72953, 1.33316, 1.61206]],
  "fmax_ev_per_a": 4.7,
  "spin_multiplicity": 1,
  "e_above_lowest_kj_mol": 135.8,
  "molar_mass_g_mol": 338.5,
  "lumo_ev": 0.3558,
  "smiles": "CCNC(=O)O[PH2]=N.CCN(CC)CC.CCN(CC)CC",
  "orbital_gap_ev": 8.6075
}

=====

Record 2
{
  "formula": "C20H30BN8PdSe",
  "method": "wB97M-V/def2-TZVPD",
  "elements": ["Pd", "C", "C", "C", "C", "C", "N", "N", "B", "N", "N", "C", "C", "C", "C", "C", "N", "N", "C", "C", "C", "C", "C", "H", "H", "H", "H", "H", "H", "H", "H", "H", "H", "H", "H", "H", "H", "H", "H", "H", "H", "H", "H", "H", "H", "C", "N", "C", "C", "N", "C", "C", "Se", "H", "H", "H", "H", "H", "H", "H", "H"],
  "positions_angstrom": [[1.95773, -18.67901, -4.23410], [3.90614, -22.03490, -3.87746], [4.43446, -20.78273, -4.51840], [5.71466, -20.61216, -5.08450], [5.73447, -19.21116, -5.60582], [6.83950, -18.52109, -6.29128], [4.58637, -18.71198, -5.32051], [3.77128, -19.67288, -4.65364], [4.01332, -17.17188, -5.65627], [3.73794, -16.50752, -4.29709], [3.05498, -17.17986, -3.34528], [2.96078, -16.43386, -2.24540], [2.34126, -17.00895, -1.01510], [3.59665, -15.20415, -2.52178], [4.07772, -15.29445, -3.82762], [4.80692, -14.28317, -4.63143], [2.82234, -17.36557, -6.58981], [1.72473, -18.07549, -6.22649], [0.89499, -18.19433, -7.24042], [-0.34699, -18.99811, -7.16097], [1.44434, -17.50547, -8.32841], [2.67112, -16.97974, -7.90398], [3.65297, -16.12138, -8.61875], [4.69432, -22.78315, -3.82251], [3.08046, -22.47244, -4.42778], [3.59556, -21.82552, -2.84599], [6.51844, -21.31878, -5.17316], [7.65934, -19.22829, -6.41374], [7.17481, -17.63888, -5.75301], [6.51463, -18.19283, -7.28144], [4.93837, -16.65345, -6.19134], [1.60316, -17.78496, -1.25368], [1.79547, -16.24191, -0.46194], [3.08421, -17.43481, -0.34258], [3.76085, -14.36967, -1.85160], [5.03196, -13.39517, -4.03534], [4.23305, -13.92770, -5.47726], [5.76909, -14.66695, -4.99961], [-0.55831, -19.38976, -6.17130], [-0.29635, -19.85559, -7.84437], [-1.24258, -18.43532, -7.46589], [0.99708, -17.45948, -9.31183], [3.43258, -16.10103, -9.68553], [4.65245, -16.51388, -8.50196], [3.61165, -15.10137, -8.24574], [-2.79203, -16.95354, -2.44416], [-2.57863, -15.62184, -3.07129], [-3.43423, -14.58660, -3.10353], [-2.82266, -13.54973, -3.78053], [-1.61562, -13.98473, -4.15936], [-0.63624, -13.20735, -4.92562], [-1.46001, -15.26669, -3.75638], [0.06046, -16.25515, -4.20038], [-3.72915, -16.87197, -1.89362], [-1.97271, -17.13165, -1.75068], [-2.86707, -17.68826, -3.23955], [-4.41471, -14.65202, -2.63553], [-3.16659, -12.54236, -3.96916], [-1.00288, -12.18918, -5.00929], [-0.53671, -13.61051, -5.92525], [0.30033, -13.20204, -4.37443]],
  "fmax_ev_per_a": 1.8,
  "spin_multiplicity": 5,
  "molar_mass_g_mol": 578.7,
  "lumo_ev": [-8.3951, -11.8643],
  "orbital_gap_ev": [8.9042, 5.3981],
  "charge": 3
}

=====

Record 3
{
  "formula": "C4H12NS2",
  "method": "wB97M-V/def2-TZVPD",
  "elements": ["N", "C", "C", "C", "S", "S", "C", "H", "H", "H", "H", "H", "H", "H", "H", "H", "H", "H", "H"],
  "positions_angstrom": [[1.81413, -0.67212, -1.29110], [0.49540, -0.52131, -2.05081], [0.35702, -1.88954, -2.68665], [-0.66592, -0.12914, -1.04559], [0.12111, 1.07120, 0.11362], [-0.38199, 0.11144, 2.07273], [-1.58724, 1.10516, 2.84462], [2.01612, -1.66889, -1.38740], [2.61197, -0.25923, -1.87856], [1.99226, -0.27910, -0.32064], [0.55150, 0.42985, -2.88933], [1.22419, -2.49201, -3.14864], [-0.35065, -1.77501, -3.49825], [-0.26023, -2.71122, -2.20065], [-1.42838, 0.31650, -1.71505], [-1.08156, -0.95119, -0.57745], [-1.15467, 2.07812, 2.80101], [-1.62725, 0.90093, 3.88686], [-2.61373, 0.80274, 2.61488]],
  "fmax_ev_per_a": 3.8,
  "spin_multiplicity": 1,
  "e_above_lowest_kj_mol": 207.0,
  "molar_mass_g_mol": 138.3,
  "lumo_ev": -3.5127,
  "smiles": "CSSC[C@H](C)[NH3+]",
  "orbital_gap_ev": 8.9793,
  "charge": 1
}

=====

Record 4
{
  "formula": "C19H34As2CuN9O9S",
  "method": "wB97M-V/def2-TZVPD",
  "elements": ["Cu", "C", "As", "C", "C", "C", "C", "C", "C", "C", "As", "C", "C", "H", "H", "H", "H", "H", "H", "H", "H", "H", "H", "H", "H", "H", "H", "H", "H", "N", "N", "C", "N", "N", "N", "O", "O", "H", "H", "H", "H", "H", "O", "N", "O", "O", "C", "C", "S", "O", "O", "C", "C", "N", "C", "N", "C", "C", "N", "O", "O", "C", "H", "H", "H", "H", "H", "H", "H", "H", "H", "H", "H", "H", "H"],
  "positions_angstrom": [[1.69007, 0.91232, -0.94656], [0.12070, -2.60360, 2.46299], [0.75960, -2.43890, 0.62953], [-1.29551, -1.28224, -2.04873], [1.07940, -4.36894, 0.24477], [0.22343, -5.38092, -0.17168], [0.76205, -6.62917, -0.45625], [2.13011, -6.87724, -0.33223], [2.99473, -5.87585, 0.08423], [2.44615, -4.63338, 0.36591], [3.09804, -2.96445, 1.01385], [3.70927, -3.15645, 2.82669], [4.61515, -2.28266, 0.06385], [-0.88421, -3.02043, 2.37860], [0.08545, -1.60851, 2.90214], [0.71823, -3.28142, 3.06632], [-1.95933, -1.63709, -2.83440], [-0.32524, -1.76534, -2.15880], [-1.71540, -1.54693, -1.07742], [-0.84066, -5.21558, -0.28364], [0.10959, -7.42552, -0.78859], [2.51852, -7.85884, -0.56607], [4.05523, -6.07174, 0.18207], [4.34470, -4.04026, 2.86463], [2.86025, -3.28424, 3.49178], [4.27196, -2.27224, 3.11807], [5.34445, -3.09156, 0.01718], [5.03646, -1.44579, 0.61626], [4.33190, -1.98671, -0.94353], [3.85891, 1.31621, -0.35405], [4.46933, 2.27722, -1.15855], [3.77737, 2.84332, -2.18133], [4.40753, 3.79508, -2.86070], [2.55031, 2.35305, -2.36204], [1.78457, 2.89249, -3.38015], [0.67153, 2.43341, -3.44939], [2.21395, 3.75843, -4.12578], [3.64071, 1.65014, 0.59467], [4.42693, 0.47910, -0.30953], [5.34512, 2.68920, -0.87042], [5.33479, 4.08239, -2.60192], [3.91187, 4.23467, -3.62808], [2.55738, 1.77377, 2.23020], [1.85660, 0.75816, 2.19144], [0.97878, 0.53409, 3.00058], [2.07405, -0.08471, 1.25560], [-7.09562, 2.35666, 1.96371], [-5.85403, 2.94587, 2.61881], [-4.71023, 3.67330, 1.48616], [-3.51820, 4.03286, 2.21657], [-5.40244, 4.65771, 0.69450], [-4.24241, 2.35043, 0.40153], [-3.25389, 2.91271, -0.61807], [-2.29060, 1.89858, -1.05534], [-1.01651, 1.72798, -0.49987], [-0.33224, 0.80173, -1.07288], [-1.12879, 0.22690, -2.17008], [-2.39428, 0.99747, -2.06279], [-3.51359, 0.81398, -2.83431], [-3.38158, 0.08129, -3.82293], [-4.55837, 1.40661, -2.52801], [-0.55238, 2.55074, 0.65213], [-7.83749, 2.13489, 2.72873], [-6.87476, 1.42776, 1.44019], [-7.53658, 3.06166, 1.26133], [-5.28874, 2.22663, 3.21097], [-6.10453, 3.79195, 3.26350], [-5.11760, 1.94227, -0.09725], [-3.77538, 1.58985, 1.02933], [-2.67207, 3.72186, -0.18661], [-3.77729, 3.29435, -1.48825], [-0.63736, 0.46059, -3.12032], [-0.88208, 3.58341, 0.59151], [0.53483, 2.54105, 0.69741], [-0.93058, 2.13659, 1.58877]],
  "fmax_ev_per_a": 0.6,
  "spin_multiplicity": 2,
  "e_above_lowest_kj_mol": 71.1,
  "molar_mass_g_mol": 778.0,
  "lumo_ev": [-2.6575, -3.3500],
  "orbital_gap_ev": [7.3495, 7.6901],
  "charge": 1
}

=====

Record 5
{
  "formula": "BrH2NOS",
  "method": "wB97M-V/def2-TZVPD",
  "elements": ["N", "O", "S", "Br", "H", "H"],
  "positions_angstrom": [[0.31615, -0.70974, -0.47809], [-0.86596, 0.70024, -2.14566], [0.36642, 0.47343, -1.45498], [-0.78426, 0.86272, 2.12286], [1.22588, -0.77727, -0.02521], [-0.25823, -0.54939, 1.98108]],
  "fmax_ev_per_a": 2.0,
  "spin_multiplicity": 1,
  "e_above_lowest_kj_mol": 50.8,
  "molar_mass_g_mol": 144.0,
  "lumo_ev": -0.7205,
  "orbital_gap_ev": 9.9296
}